{
  "formula": "C12H11ClN2O4Pt",
  "method": "ωB97M-V with the def2-TZVPD basis set",
  "total_charge": 2,
  "homo_ev": [-16.0430, -16.0587],
  "molar_mass_g_mol": 477.761,
  "multiplicity": 1,
  "species": ["Pt", "O", "Cl", "O", "O", "O", "C", "N", "C", "C", "C", "C", "C", "N", "C", "C", "C", "C", "C", "C", "H", "H", "H", "H", "H", "H", "H", "H", "H", "H", "H"],
  "coordinates": [[-0.200406, 0.231975, 0.489456], [-1.401853, -1.294109, 0.978053], [-2.385752, -1.124119, -0.207258], [-2.572304, -2.332270, -0.863153], [-1.505447, -0.175311, -1.035986], [-3.530103, -0.451790, 0.227126], [0.551525, 2.583128, -1.239922], [0.853225, 1.764683, -0.072969], [1.849874, 2.185664, 0.741051], [1.984960, 1.460804, 1.896552], [2.888951, 1.466036, 3.035367], [2.482231, 0.458341, 3.823286], [1.312576, -0.183092, 3.166606], [1.037227, 0.425818, 2.058802], [-0.853559, 3.065334, -1.000152], [-1.110107, 3.828937, 0.156946], [-2.386316, 4.294243, 0.406356], [-3.408668, 3.989130, -0.484283], [-3.154524, 3.229928, -1.635566], [-1.888832, 2.744244, -1.881548], [0.596362, 1.929297, -2.117346], [1.283687, 3.381682, -1.357595], [2.465241, 3.028411, 0.455396], [3.706567, 2.156137, 3.170012], [2.891486, 0.129294, 4.766531], [0.744528, -1.033627, 3.523512], [-0.299611, 4.098940, 0.824561], [-2.584067, 4.899329, 1.280091], [-4.411003, 4.351845, -0.298637], [-3.954226, 3.035872, -2.337401], [-1.690221, 2.151882, -2.765441]],
  "atomic_forces_ev_per_a": [[0.07, -0.06, 0.02], [-0.02, 0.04, 0.03], [-0.07, 0.02, -0.05], [0.05, -0.02, -0.01], [0.05, 0.10, 0.14], [-0.04, -0.08, -0.02], [0.11, -0.14, -0.27], [-0.07, 0.15, -0.07], [-0.09, -0.06, 0.08], [0.09, 0.05, 0.07], [-0.08, 0.00, -0.14], [0.10, -0.01, 0.13], [0.01, 0.07, -0.03], [-0.16, -0.09, -0.20], [-0.01, 0.01, 0.11], [0.02, 0.06, 0.02], [-0.02, 0.02, 0.00], [0.02, 0.04, 0.05], [0.03, -0.03, -0.04], [-0.02, -0.09, -0.01], [-0.06, 0.03, 0.01], [0.02, -0.02, 0.05], [0.03, 0.01, 0.05], [0.02, -0.03, 0.07], [0.03, 0.03, 0.00], [-0.01, -0.01, -0.01], [-0.01, -0.01, 0.01], [-0.01, 0.00, -0.01], [0.00, 0.00, 0.01], [0.00, 0.00, 0.00], [0.00, 0.01, 0.00]],
  "lowdin_charge": [1.33, -0.45, 0.78, -0.14, -0.45, -0.19, -0.11, -0.09, 0.01, -0.14, 0.07, 0.08, 0.06, -0.08, -0.21, -0.01, -0.03, 0.01, 0.00, -0.02, 0.16, 0.15, 0.16, 0.15, 0.14, 0.16, 0.12, 0.13, 0.13, 0.13, 0.13]
}